{"formula": "C19H24AuN5OS", "method": "ωB97M-V/def2-TZVPD", "e_tot_ha": -1621.24993, "lumo_ev": 0.06, "e_above_lowest_kcal_mol": 2.0, "elements": ["Au", "C", "C", "N", "N", "C", "O", "C", "C", "C", "C", "C", "C", "C", "C", "C", "C", "C", "N", "H", "H", "H", "H", "H", "H", "H", "H", "H", "H", "H", "H", "C", "C", "N", "C", "S", "N", "C", "C", "H", "H", "H", "H", "H", "H", "H", "H", "H", "H", "H", "H"], "coordinates": [[-1.18, 0.90, 0.03], [0.84, 3.66, 2.71], [0.06, 3.08, 1.59], [0.33, 1.84, 1.11], [1.45, 1.27, 1.43], [1.58, 0.00, 1.06], [0.62, -0.68, 0.60], [2.91, -0.58, 1.10], [3.03, -1.97, 1.08], [4.22, -2.60, 1.38], [5.35, -1.79, 1.63], [5.25, -0.39, 1.58], [4.01, 0.23, 1.39], [-0.96, 3.85, 0.89], [-1.18, 5.20, 1.15], [-2.38, 5.75, 0.68], [-3.19, 4.99, -0.15], [-2.86, 3.67, -0.41], [-1.73, 3.13, 0.02], [1.44, 2.90, 3.25], [0.10, 4.19, 3.39], [1.58, 4.34, 2.35], [2.14, -2.53, 0.79], [4.30, -3.64, 1.24], [6.38, -2.18, 1.91], [6.12, 0.23, 1.82], [3.88, 1.33, 1.36], [-0.38, 5.77, 1.64], [-2.57, 6.78, 0.91], [-4.08, 5.41, -0.65], [-3.46, 3.11, -1.13], [-1.50, -2.62, -4.98], [-1.35, -2.89, -3.48], [-1.59, -1.67, -2.69], [-2.22, -1.49, -1.49], [-3.05, -0.01, -1.06], [-2.34, -2.54, -0.61], [-1.31, -3.51, -0.29], [-1.23, -3.78, 1.25], [-1.67, -3.51, -5.62], [-0.61, -2.08, -5.37], [-2.30, -1.89, -5.18], [-0.35, -3.31, -3.30], [-2.04, -3.70, -3.19], [-1.61, -0.82, -3.23], [-2.94, -2.25, 0.15], [-0.39, -3.16, -0.74], [-1.48, -4.45, -0.85], [-1.23, -2.82, 1.78], [-0.33, -4.37, 1.53], [-2.08, -4.35, 1.61]]}

{"formula": "C19H24Br2IrN2O3", "method": "ωB97M-V/def2-TZVPD", "total_charge": 2, "e_tot_ha": -6325.17629, "lumo_ev": [-6.54, -9.77], "s_squared": 8.778, "e_above_lowest_kcal_mol": 0.0, "spin_multiplicity": 6, "elements": ["Ir", "C", "C", "C", "C", "C", "C", "C", "Br", "C", "O", "C", "C", "C", "C", "C", "C", "H", "H", "H", "H", "H", "H", "H", "H", "H", "H", "H", "H", "H", "H", "H", "H", "H", "H", "H", "H", "Br", "C", "C", "C", "C", "N", "C", "H", "H", "H", "H", "O", "N", "O"], "coordinates": [[-1.85, -0.86, -2.76], [3.28, 3.83, 0.09], [3.16, 2.56, 0.94], [2.84, 2.95, 2.39], [4.50, 1.80, 0.89], [2.08, 1.63, 0.43], [1.33, 1.93, -0.74], [0.40, 1.03, -1.16], [-0.61, 1.43, -2.73], [0.12, -0.21, -0.49], [-0.74, -1.03, -0.95], [0.87, -0.49, 0.73], [1.81, 0.43, 1.11], [0.69, -1.74, 1.60], [2.03, -2.50, 1.61], [0.34, -1.28, 3.03], [-0.41, -2.72, 1.15], [4.07, 4.46, 0.51], [2.36, 4.42, 0.11], [3.56, 3.62, -0.94], [3.62, 3.62, 2.75], [2.81, 2.09, 3.06], [1.88, 3.48, 2.46], [5.29, 2.46, 1.26], [4.75, 1.50, -0.13], [4.49, 0.91, 1.52], [1.49, 2.85, -1.28], [2.39, 0.23, 2.00], [2.84, -1.90, 2.02], [2.30, -2.83, 0.61], [1.92, -3.39, 2.24], [1.12, -0.65, 3.46], [0.23, -2.16, 3.67], [-0.60, -0.73, 3.05], [-0.20, -3.16, 0.18], [-1.39, -2.26, 1.14], [-0.43, -3.53, 1.88], [-6.37, 0.66, 0.50], [-5.73, -0.26, -0.98], [-6.58, -0.99, -1.81], [-6.06, -1.66, -2.90], [-4.71, -1.60, -3.15], [-3.89, -0.89, -2.34], [-4.38, -0.23, -1.28], [-7.64, -1.02, -1.60], [-6.70, -2.23, -3.56], [-4.26, -2.11, -3.99], [-3.69, 0.32, -0.66], [-1.07, -1.04, -4.81], [-0.53, -2.16, -4.65], [-0.71, -2.58, -3.49]]}

{"formula": "C19H24ClF2N2O6", "method": "ωB97M-V/def2-TZVPD", "e_tot_ha": -1959.19407, "lumo_ev": [-1.83, -1.83], "s_squared": 0.754, "spin_multiplicity": 2, "elements": ["O", "C", "C", "C", "C", "C", "O", "C", "O", "C", "N", "C", "O", "F", "C", "O", "F", "C", "Cl", "H", "H", "H", "H", "H", "H", "C", "C", "C", "C", "C", "C", "N", "O", "C", "C", "C", "H", "H", "H", "H", "H", "H", "H", "H", "H", "H", "H", "H", "H", "H", "H", "H", "H", "H"], "coordinates": [[-0.87, 3.08, -0.69], [-1.91, 2.76, -0.18], [-3.10, 3.64, -0.12], [-4.32, 3.09, -0.10], [-5.60, 3.85, -0.02], [-6.31, 3.54, 1.31], [-7.45, 4.33, 1.52], [-4.44, 1.60, -0.13], [-5.40, 1.05, -0.63], [-3.32, 0.84, 0.47], [-3.54, -0.45, 1.08], [-4.38, -1.30, 0.28], [-4.01, -1.84, -0.69], [-5.61, -1.41, 0.73], [-3.89, -0.43, 2.44], [-4.34, -1.32, 3.06], [-3.57, 0.74, 3.00], [-2.10, 1.40, 0.44], [-0.72, 0.67, 1.08], [-2.95, 4.71, -0.11], [-5.37, 4.91, -0.06], [-6.25, 3.59, -0.86], [-5.57, 3.68, 2.11], [-6.60, 2.50, 1.34], [-7.18, 5.24, 1.66], [2.98, -2.38, -2.45], [2.87, -1.21, -1.44], [4.03, -0.23, -1.64], [5.37, -0.75, -1.12], [5.24, -1.21, 0.33], [4.12, -2.23, 0.55], [2.84, -1.72, -0.03], [2.28, -0.87, 0.76], [4.51, -3.59, -0.07], [3.92, -2.48, 2.04], [1.55, -0.50, -1.74], [2.42, -3.25, -2.10], [2.55, -2.08, -3.41], [4.00, -2.68, -2.65], [3.79, 0.71, -1.13], [4.11, 0.00, -2.70], [5.74, -1.57, -1.75], [6.11, 0.04, -1.18], [6.18, -1.65, 0.68], [5.05, -0.34, 0.97], [3.66, -4.28, -0.05], [5.32, -4.03, 0.51], [4.87, -3.52, -1.09], [3.74, -1.56, 2.59], [4.82, -2.94, 2.44], [3.09, -3.16, 2.21], [0.70, -1.16, -1.56], [1.54, -0.20, -2.78], [1.42, 0.39, -1.13]]}

{"formula": "C19H24ClNO2", "method": "ωB97M-V/def2-TZVPD", "e_tot_ha": -1403.84227, "lumo_ev": 0.66, "e_above_lowest_kcal_mol": 9.5, "smiles": "CC(=O)N(CC[C@H](c1ccco1)C(C)C)Cc1ccc(Cl)cc1", "elements": ["C", "C", "O", "N", "C", "C", "C", "C", "C", "C", "C", "O", "C", "C", "C", "C", "C", "C", "C", "C", "Cl", "C", "C", "H", "H", "H", "H", "H", "H", "H", "H", "H", "H", "H", "H", "H", "H", "H", "H", "H", "H", "H", "H", "H", "H", "H", "H"], "coordinates": [[-0.22, 3.70, 1.35], [-1.04, 3.31, 0.14], [-1.66, 4.14, -0.50], [-1.07, 2.00, -0.19], [-0.36, 0.95, 0.50], [0.99, 0.63, -0.16], [1.85, -0.34, 0.65], [3.17, -0.51, -0.04], [4.44, -0.41, 0.43], [5.30, -0.67, -0.67], [4.48, -0.90, -1.73], [3.19, -0.81, -1.36], [1.16, -1.70, 0.93], [0.69, -2.40, -0.34], [2.11, -2.61, 1.72], [-1.82, 1.59, -1.36], [-2.93, 0.64, -1.00], [-2.99, -0.64, -1.52], [-4.01, -1.51, -1.15], [-4.97, -1.09, -0.25], [-6.24, -2.17, 0.22], [-4.93, 0.19, 0.28], [-3.91, 1.05, -0.10], [-0.65, 3.28, 2.26], [-0.23, 4.78, 1.43], [0.81, 3.36, 1.25], [-1.00, 0.06, 0.49], [-0.20, 1.23, 1.54], [1.55, 1.57, -0.28], [0.83, 0.22, -1.16], [2.07, 0.11, 1.63], [4.74, -0.18, 1.43], [6.37, -0.67, -0.67], [4.68, -1.13, -2.76], [0.29, -1.50, 1.56], [1.51, -2.52, -1.04], [-0.11, -1.85, -0.82], [0.31, -3.39, -0.09], [1.59, -3.52, 2.02], [2.96, -2.89, 1.11], [2.47, -2.11, 2.61], [-1.15, 1.12, -2.09], [-2.23, 2.50, -1.80], [-2.24, -0.97, -2.22], [-4.05, -2.51, -1.56], [-5.69, 0.51, 0.98], [-3.87, 2.05, 0.31]]}

{"formula": "C19H24CoN5O2", "method": "ωB97M-V/def2-TZVPD", "total_charge": 2, "e_tot_ha": -2544.94707, "lumo_ev": -8.68, "elements": ["Co", "N", "C", "C", "N", "C", "C", "N", "H", "H", "H", "H", "H", "H", "H", "H", "H", "H", "H", "H", "H", "O", "C", "N", "C", "C", "O", "N", "C", "C", "C", "C", "C", "C", "C", "C", "C", "C", "C", "C", "H", "H", "H", "H", "H", "H", "H", "H", "H", "H", "H"], "coordinates": [[0.43, 0.14, -0.27], [0.38, -1.13, -1.80], [-0.50, -2.27, -1.43], [-0.38, -2.46, 0.07], [-0.58, -1.11, 0.70], [-2.02, -0.69, 0.77], [-2.07, 0.82, 0.64], [-1.22, 1.16, -0.54], [0.17, -0.79, -2.73], [1.35, -1.44, -1.83], [-0.21, -3.18, -1.96], [-1.52, -2.03, -1.72], [0.62, -2.80, 0.35], [-1.11, -3.16, 0.47], [-0.19, -1.11, 1.64], [-2.46, -1.06, 1.68], [-2.54, -1.15, -0.08], [-1.64, 1.32, 1.51], [-3.09, 1.17, 0.50], [-0.98, 2.16, -0.50], [-1.72, 1.01, -1.41], [2.25, -0.31, 0.10], [2.27, 0.62, 1.00], [3.17, 1.10, 1.81], [2.58, 2.17, 2.66], [1.10, 2.15, 2.15], [0.17, 2.79, 2.53], [1.06, 1.21, 1.13], [2.66, 1.78, 4.14], [1.83, 2.42, 5.06], [1.94, 2.13, 6.41], [2.87, 1.20, 6.85], [3.69, 0.56, 5.94], [3.59, 0.85, 4.58], [3.24, 3.52, 2.35], [2.57, 4.70, 2.65], [3.19, 5.92, 2.45], [4.48, 5.98, 1.95], [5.16, 4.80, 1.66], [4.54, 3.58, 1.86], [4.13, 0.80, 1.83], [1.11, 3.16, 4.74], [1.29, 2.63, 7.11], [2.95, 0.98, 7.91], [4.43, -0.16, 6.27], [4.27, 0.34, 3.91], [1.57, 4.68, 3.05], [2.66, 6.83, 2.69], [4.97, 6.93, 1.80], [6.17, 4.83, 1.27], [5.10, 2.68, 1.63]]}